C12H14 | ωB97M-V/def2-TZVPD

CARTESIAN COORDINATES (ANGSTROEM)
1 C -3.3592 0.5071 0.6168
2 C -2.4217 1.4032 0.1442
3 C -3.1138 -0.8549 0.5392
4 C -1.1727 0.9701 -0.3010
5 C -1.8955 -1.3204 0.0752
6 C -0.9068 -0.3915 -0.3231
7 C 1.1787 -2.0518 -0.7185
8 C 1.7110 -0.7347 -1.2399
9 C 0.2471 -0.9005 -1.0163
10 C 2.0340 0.2128 -0.2403
11 C 1.9371 -0.0422 1.2050
12 C 2.0542 1.7368 -0.4522
13 H -4.0824 0.8398 1.3159
14 H -2.5822 2.4484 0.2313
15 H -3.7486 -1.4696 1.0670
16 H -0.4270 1.7189 -0.5210
17 H -1.7354 -2.3765 0.1467
18 H 1.0789 -2.8865 -1.4362
19 H 1.4466 -2.4417 0.2041
20 H 1.9733 -0.5764 -2.2594
21 H 1.6675 -1.2152 1.4070
22 H 1.0660 0.6461 1.6490
23 H 2.9247 0.2852 1.5492
24 H 2.9916 2.1605 -0.1849
25 H 1.3260 2.2665 0.0572
26 H 1.8088 2.0667 -1.5149

Frontier orbital gap (spin up / spin down) = 7.48 / 6.82 eV
Max |F| = 3.98 eV/Å
LUMO (spin up / spin down) = 0.57 / 0.06 eV
2S+1 = 1
Energy above the lowest of the compared OMol25 structures with the same formula, charge and spin = 92.8 kcal per mole



C16H15NO3 | ωB97M-V/def2-TZVPD

CARTESIAN COORDINATES (ANGSTROEM)
1 C 3.4941 1.6670 1.6020
2 O 2.8196 0.5418 1.0550
3 C 2.1987 0.7591 -0.1089
4 O 2.3469 1.7280 -0.7975
5 C 1.4334 -0.5135 -0.5273
6 N 0.3088 -0.7214 0.3679
7 C -0.2453 0.2766 1.0893
8 O 0.2469 1.3885 1.1480
9 C -1.4783 -0.0958 1.8393
10 C -2.4304 -0.9678 1.3202
11 C -3.5703 -1.2594 2.0482
12 C -3.7661 -0.6900 3.2958
13 C -2.8276 0.1895 3.8106
14 C -1.6927 0.4923 3.0819
15 C 0.9803 -0.4148 -1.9631
16 C 1.4951 -1.2651 -2.9310
17 C 1.0729 -1.1623 -4.2451
18 C 0.1344 -0.2084 -4.5989
19 C -0.3795 0.6444 -3.6363
20 C 0.0402 0.5425 -2.3224
21 H 3.9916 1.3167 2.5028
22 H 2.7655 2.4445 1.8381
23 H 4.2179 2.0600 0.8852
24 H 2.1286 -1.3535 -0.4001
25 H -0.1400 -1.6229 0.3319
26 H -2.3042 -1.3953 0.3349
27 H -4.3105 -1.9310 1.6388
28 H -4.6554 -0.9248 3.8615
29 H -2.9841 0.6429 4.7779
30 H -0.9559 1.1845 3.4603
31 H 2.2324 -2.0073 -2.6577
32 H 1.4794 -1.8268 -4.9934
33 H -0.1928 -0.1271 -5.6250
34 H -1.1060 1.3946 -3.9107
35 H -0.3474 1.2144 -1.5723

SMILES = COC(=O)[C@@H](NC(=O)c1ccccc1)c1ccccc1
Frontier orbital gap = 9.86 eV
Max |F| = 0.49 eV/Å
LUMO = 0.67 eV
2S+1 = 1
Energy above the lowest of the compared OMol25 structures with the same formula, charge and spin = 13.0 kcal per mole



C46H48F6N5O5PtS | ωB97M-V/def2-TZVPD

CARTESIAN COORDINATES (ANGSTROEM)
1 Pt 0.1023 -4.0848 0.6576
2 C 1.6929 -0.0638 -1.0452
3 F 1.4772 1.1885 -1.5503
4 F 2.0079 -0.9609 -2.0059
5 F 2.6014 -0.0826 -0.0780
6 S 0.0550 -0.6181 -0.1865
7 O -0.9887 -0.4056 -1.2307
8 O 0.2315 -2.0342 0.0828
9 O -0.0718 0.0857 1.0529
10 N -1.3362 -4.4138 -1.0540
11 C -1.0890 -3.7414 -2.2793
12 C -1.7652 -4.0319 -3.4577
13 C -2.8413 -4.9224 -3.3653
14 C -3.2000 -5.5134 -2.1404
15 C -2.3894 -5.2490 -1.0597
16 H -0.2128 -3.1106 -2.2494
17 H -1.4132 -3.5238 -4.3433
18 H -3.4128 -4.9871 -4.2794
19 H -4.1170 -6.0724 -2.0266
20 H -2.6044 -5.7004 -0.1024
21 N -5.2289 -0.8700 -1.0043
22 C -4.4253 -0.5638 -2.0873
23 C -4.7892 0.3368 -3.0720
24 C -6.0685 0.8062 -3.0222
25 C -6.9417 0.4658 -1.9485
26 C -6.4901 -0.3591 -0.9500
27 H -3.4205 -0.9598 -2.0814
28 H -4.1087 0.4417 -3.9040
29 H -6.3643 1.4596 -3.8297
30 H -7.9479 0.8577 -1.9288
31 H -7.1164 -0.7566 -0.1652
32 N -3.5807 3.9733 2.0336
33 C -2.3397 3.7451 1.5303
34 C -2.0221 2.5177 0.8893
35 C -3.0528 1.5970 0.6675
36 C -4.3254 1.8681 1.0885
37 C -4.5899 3.0771 1.7351
38 H -1.5475 4.4730 1.6252
39 H -1.0624 2.2446 0.4759
40 H -2.9250 0.6208 0.2236
41 H -5.1241 1.1614 0.9180
42 H -5.4774 3.4886 2.1927
43 N -1.6297 -3.3531 1.8610
44 C -2.7145 -2.7232 1.2707
45 C -3.8056 -2.1598 1.9637
46 C -3.8238 -2.1212 3.3285
47 C -2.7412 -2.6534 4.0061
48 C -1.7747 -3.3073 3.2447
49 H -2.6629 -2.6524 0.1942
50 H -4.6493 -1.7431 1.4336
51 H -4.6505 -1.6628 3.8509
52 H -2.6583 -2.7275 5.0804
53 H -1.0617 -3.8528 3.8452
54 N 1.7331 -3.4560 2.1076
55 C 2.7698 -2.7714 1.4443
56 C 3.9157 -2.3736 2.0871
57 C 4.0535 -2.6634 3.4654
58 C 3.0584 -3.3278 4.1712
59 C 1.9041 -3.6553 3.4401
60 H 2.7201 -2.5230 0.3945
61 H 4.6680 -1.8590 1.5078
62 H 4.8839 -2.2630 4.0280
63 H 3.1713 -3.5697 5.2177
64 H 1.1406 -4.1784 3.9968
65 C -0.6306 0.2839 -4.4783
66 O -1.3832 -0.7333 -3.8191
67 H -1.0383 1.2703 -4.2572
68 H 0.4086 0.3459 -4.1555
69 H -0.5195 0.0541 -5.5380
70 H -1.3463 -0.5250 -2.8827
71 C -1.6616 0.4340 4.0364
72 O -0.4713 -0.2436 3.6643
73 H -2.1119 -0.2226 4.7809
74 H -1.5355 1.4438 4.4269
75 H -2.2811 0.4695 3.1403
76 H -0.4039 -0.1494 2.7113
77 F 2.7457 3.8504 -2.8201
78 C 1.8078 4.7139 -2.3414
79 C 2.2116 6.0388 -2.0523
80 C 1.2951 6.9028 -1.4238
81 C -0.0014 6.4745 -1.2401
82 C -0.4137 5.1575 -1.5686
83 C 0.5415 4.2430 -2.0817
84 H 3.1896 6.4742 -2.1952
85 H 1.5599 7.9194 -1.1730
86 H -0.7051 7.1197 -0.7352
87 H -1.4123 4.8103 -1.3478
88 H 0.3545 3.2023 -2.3016
89 F 5.7774 -0.8386 -0.7180
90 C 5.7290 -0.4007 -2.0269
91 C 6.5276 -0.9980 -3.0076
92 C 6.5333 -0.5383 -4.2695
93 C 5.6875 0.5007 -4.7113
94 C 4.8100 1.0799 -3.8060
95 C 4.8309 0.6491 -2.4457
96 H 7.2039 -1.8140 -2.8000
97 H 7.1266 -1.0888 -4.9847
98 H 5.7737 0.8747 -5.7208
99 H 4.1432 1.8913 -4.0577
100 H 4.1195 1.1652 -1.8181
101 F 6.0447 1.3046 5.2467
102 C 5.0021 1.5341 4.5000
103 C 3.8793 0.7405 4.6178
104 C 2.8493 0.8877 3.6838
105 C 2.9317 1.8951 2.7133
106 C 4.0362 2.7500 2.6510
107 C 5.0606 2.5235 3.5648
108 H 3.8522 -0.0827 5.3164
109 H 2.0319 0.1836 3.7349
110 H 2.1273 2.0212 2.0037
111 H 4.1676 3.4879 1.8734
112 H 5.9312 3.1517 3.4477

<S²> = 3.77
Frontier orbital gap (spin up / spin down) = 6.29 / 2.19 eV
Max |F| = 4.25 eV/Å
LUMO (spin up / spin down) = -6.25 / -10.35 eV
2S+1 = 4
Charge = +2



C5H10N3O2 | ωB97M-V/def2-TZVPD

CARTESIAN COORDINATES (ANGSTROEM)
1 C -0.0103 0.1705 -0.8487
2 C 1.7845 0.0289 2.3057
3 C -0.5887 -0.1823 1.5486
4 C 1.3183 -1.5755 0.5358
5 C -1.3663 1.4012 -2.4589
6 N -0.8578 0.3519 0.1603
7 N 0.8140 -0.7539 1.5554
8 N -0.1858 0.7413 -2.0720
9 O 1.3632 0.7748 3.0836
10 O 0.7799 -2.5045 -0.0801
11 H 2.8237 -0.3654 2.1199
12 H -0.4749 0.5953 2.2147
13 H -1.3245 -0.8522 1.9857
14 H 2.3953 -1.4446 0.5048
15 H -1.1895 2.3354 -3.0497
16 H -2.0071 1.6146 -1.6285
17 H -2.0334 0.8523 -3.1616
18 H -1.8073 0.6348 -0.0250
19 H 0.7116 0.6974 -2.6673
20 H -0.1448 -2.5201 -0.0225

Frontier orbital gap = 8.67 eV
Max |F| = 6.05 eV/Å
LUMO = -4.11 eV
2S+1 = 1
Energy above the lowest of the compared OMol25 structures with the same formula, charge and spin = 79.5 kcal per mole
Charge = +1



C19H27FHfNP | ωB97M-V/def2-TZVPD

CARTESIAN COORDINATES (ANGSTROEM)
1 C -2.6816 0.0618 -3.7513
2 C -2.3218 -1.1248 -3.1164
3 C -1.5899 -1.1430 -1.9162
4 C -1.0958 0.0879 -1.3926
5 C -1.3710 1.2709 -2.1372
6 C -2.2037 1.2709 -3.2645
7 C -1.4496 -2.4824 -1.2384
8 C -0.2685 -3.4263 -1.6658
9 N 1.0398 -2.8774 -1.8784
10 Hf -1.0105 1.0096 0.5653
11 C -0.8538 2.6239 -1.6812
12 P 0.7373 2.3317 -0.6677
13 H -2.6699 -2.0701 -3.5329
14 H -2.4667 2.2191 -3.7395
15 H -3.3013 0.0443 -4.6493
16 H -1.5773 3.2290 -1.1066
17 H -0.4683 3.2918 -2.4712
18 H -1.3937 -2.3890 -0.1430
19 H -2.3653 -3.0778 -1.4235
20 H -0.1073 -4.2100 -0.8876
21 C 1.2609 3.9680 -0.1121
22 C 1.8042 1.9977 -2.0984
23 H -0.5721 -3.9542 -2.5898
24 C 1.3324 -2.0544 -3.0125
25 C 2.0421 -3.0060 -0.8610
26 H 0.6816 0.5946 1.1511
27 H 1.7922 -2.6411 -3.8265
28 H 0.4114 -1.6170 -3.4277
29 H 2.0656 -1.2792 -2.7424
30 H 2.8554 -3.6784 -1.1875
31 H 2.5150 -2.0349 -0.6533
32 H 1.5987 -3.4477 0.0391
33 H 1.9589 2.9379 -2.6440
34 H 2.7631 1.6154 -1.7361
35 H 1.3445 1.2767 -2.7842
36 H 1.3358 4.6570 -0.9674
37 H 0.5469 4.3626 0.6254
38 H 2.2497 3.8498 0.3500
39 H 0.3419 0.8176 1.7880
40 F -3.1379 -3.6428 3.9448
41 C -2.5077 -2.7308 3.1343
42 C -1.1145 -2.6901 3.1693
43 C -0.4658 -1.7482 2.3452
44 C -1.2307 -0.9119 1.5229
45 C -2.6535 -0.9395 1.5439
46 C -3.3015 -1.8916 2.3589
47 H -0.5422 -3.3535 3.8185
48 H 0.6327 -1.6302 2.3269
49 H -3.2571 -0.2872 0.8855
50 H -4.3873 -1.9393 2.3861

Frontier orbital gap = 3.88 eV
Max |F| = 5.20 eV/Å
LUMO = -8.80 eV
2S+1 = 1
Energy above the lowest of the compared OMol25 structures with the same formula, charge and spin = 6.6 kcal per mole
Charge = +2